{
  "formula": "AgI",
  "method": "ωB97M-V/def2-TZVPD",
  "multiplicity": 2,
  "total_charge": 1,
  "homo_lumo_gap_ha": [0.33344, 0.24744],
  "fmax_ev_per_a": 0.64,
  "molar_mass_g_mol": 234.77,
  "homo_energy_ev": [-15.57, -15.21],
  "elements": ["Ag", "I"],
  "positions_angstrom": [[-0.4197, -0.4573, 1.3335], [0.4197, 0.4573, -1.3335]]
}